No. 1
Entry from the OMol25 dataset: an isolated ion of composition C2H8N3 and charge +1 (ωB97M-V/def2-TZVPD).

Structure (XYZ):
```
13
Properties=species:S:1:pos:R:3:forces:R:3:nbo_charge:R:1
C -0.11016 -0.49541 -1.85050 -1.843 1.518 -0.657 -0.484
C 0.20934 -0.79595 1.08656 -2.495 0.948 -0.994 -0.447
N 0.09574 1.58979 1.14744 2.073 -1.068 -2.612 -0.527
N -0.09168 0.60290 -0.87984 0.027 1.489 2.205 -0.051
N 0.11676 0.50837 0.36185 -1.671 -1.423 -3.276 0.197
H -0.85102 -1.27949 -1.65306 0.490 -0.067 0.487 0.242
H -0.46371 -0.02819 -2.84330 0.939 -0.586 1.636 0.266
H 0.89796 -0.78436 -1.88054 1.312 -1.124 -0.580 0.243
H -0.71087 -1.37289 0.85914 0.988 -0.022 -0.560 0.258
H 0.06105 -0.56773 2.09000 0.454 0.267 1.939 0.229
H 1.14590 -1.18236 0.86021 1.437 -1.226 -0.284 0.256
H -0.24140 1.35938 1.99641 -1.240 -0.191 3.500 0.394
H -0.05789 2.44594 0.70562 -0.470 1.486 -0.803 0.424
```
Positions in Å, forces in eV/Å.

Results
Max |F| (eV Å⁻¹): 3.94
E_LUMO (hartree): -0.188
Relative energy (zero: lowest compared OMol25 entry of this formula, charge and spin) (eV): 4.341
Net charge: +1
SMILES string: C/N=[N+](\C)N



No. 2
Entry from the OMol25 dataset: C4H5NO2 in the gas phase (ωB97M-V/def2-TZVPD).

Structure (XYZ):
```
12
Properties=species:S:1:pos:R:3:forces:R:3:nbo_charge:R:1
C 0.19021 1.28821 -1.38315 -0.043 0.245 -0.105 -0.635
C -0.37765 0.69760 -0.13487 -0.273 -0.007 -0.215 -0.110
C -1.63552 0.19791 0.03603 0.430 0.197 0.157 -0.028
O -1.32975 -0.84092 1.17728 0.117 -0.090 -0.416 -0.479
C -0.06693 -0.89416 1.30831 -0.042 0.113 -0.275 0.862
O 0.55339 -2.02633 1.61706 -0.125 -0.124 0.480 -0.652
N 0.56301 0.12858 0.77705 -0.020 -0.410 -0.158 -0.559
H 0.39658 2.35951 -1.35491 -0.015 -0.011 0.031 0.216
H 1.12343 0.76131 -1.63508 -0.188 0.180 0.007 0.199
H -0.51379 1.07352 -2.19050 0.060 0.232 0.074 0.246
H -0.05390 -2.70281 1.27132 0.178 -0.193 0.526 0.515
H 1.56682 0.20345 0.72726 -0.079 -0.133 -0.106 0.422
```
Positions in Å, forces in eV/Å.

Results
Max |F| (eV Å⁻¹): 0.59
E_LUMO (hartree): 0.008
Relative energy (zero: lowest compared OMol25 entry of this formula, charge and spin) (eV): 3.598
Net charge: 0



No. 3
Entry from the OMol25 dataset: a 2-piece molecular cluster, H2N2O3S overall (ωB97M-V/def2-TZVPD).

Structure (XYZ):
```
8
Properties=species:S:1:pos:R:3:forces:R:3:nbo_charge:R:1
N 1.00743 0.11763 0.04292 -0.809 1.146 -0.053 -1.031
N -2.75823 -0.53876 -0.16654 1.490 2.752 0.510 0.381
O -2.69582 0.66416 0.00450 -0.490 -2.180 -0.284 -0.358
O -1.55332 -1.13521 -0.05980 1.464 0.376 0.600 -0.559
O 3.35040 0.57362 -0.01989 1.607 0.124 -0.927 -0.850
S 2.30695 -0.13694 -0.71214 -1.138 0.747 2.314 1.512
H -0.70746 -0.50881 0.19224 -2.433 -1.052 -1.038 0.490
H 1.05004 0.96430 0.71870 0.309 -1.913 -1.122 0.415
```
Positions in Å, forces in eV/Å.

Results
Max |F| (eV Å⁻¹): 3.17
E_LUMO (hartree): -0.060
Relative energy (zero: lowest compared OMol25 entry of this formula, charge and spin) (eV): 1.707
Net charge: 0



No. 4
Entry from the OMol25 dataset: C20H14AsInN3S5 as an isolated structure (ωB97M-V/def2-TZVPD).

Structure (XYZ):
```
44
Properties=species:S:1:pos:R:3:forces:R:3:nbo_charge:R:1
In 2.69703 0.85429 -1.71247 0.032 0.081 0.005 1.130
S 2.36714 3.08075 -2.69891 0.019 0.170 -0.171 -0.448
S 3.82883 2.82609 -4.16934 -0.099 0.019 0.174 -0.031
S 5.42773 2.16857 -3.08376 -0.088 -0.204 -0.027 -0.036
S 4.87670 0.20603 -2.61359 0.299 0.060 -0.098 -0.453
S 3.22882 1.49262 0.62936 -0.210 -0.047 0.312 -0.236
C 2.15801 0.97887 1.94546 0.087 0.049 0.215 -0.129
C 2.50687 1.45291 3.22349 0.039 0.014 -0.099 -0.237
C 1.75285 1.14688 4.34001 -0.044 -0.019 -0.010 -0.197
C 0.61286 0.35348 4.22991 0.081 0.043 -0.057 -0.268
C 0.25840 -0.12779 2.98268 0.110 0.045 0.060 -0.134
C 1.02063 0.16948 1.85144 -0.076 0.024 -0.045 -0.421
As 0.54943 -0.50638 0.11273 0.013 -0.060 -0.211 0.959
C -0.54890 -2.02556 0.62763 -0.077 0.001 0.007 -0.334
C 0.11035 -3.20286 0.97757 -0.171 -0.066 0.013 -0.205
C -0.61236 -4.31848 1.37759 -0.027 0.044 -0.011 -0.212
C -2.00175 -4.27092 1.41786 0.054 0.022 -0.013 -0.216
C -2.66117 -3.10393 1.05998 0.044 0.064 -0.019 -0.227
C -1.93754 -1.98074 0.66805 -0.036 -0.202 0.080 -0.166
C -0.79660 0.79942 -0.42649 0.044 -0.082 -0.017 -0.248
C -0.97715 1.98464 0.27617 -0.114 0.072 -0.119 -0.256
C -1.85975 2.94693 -0.20571 0.025 -0.048 0.023 -0.199
C -2.56383 2.72654 -1.38044 0.024 -0.042 -0.037 -0.212
C -2.38552 1.54283 -2.09043 0.100 0.064 0.072 -0.208
C -1.49634 0.58886 -1.61710 -0.031 0.074 0.056 -0.245
H 3.38728 2.07749 3.31833 -0.017 -0.015 0.004 0.218
H 2.05444 1.53381 5.30655 0.001 -0.003 -0.018 0.206
H 0.01332 0.11447 5.09946 0.023 0.014 -0.004 0.206
H -0.62351 -0.74938 2.88530 0.002 -0.007 -0.043 0.206
H 1.19161 -3.25342 0.94234 0.046 0.037 -0.021 0.217
H -0.09015 -5.22765 1.65054 -0.018 0.014 -0.002 0.210
H -2.56719 -5.14332 1.72323 0.018 0.021 -0.009 0.208
H -3.74349 -3.05978 1.08620 0.020 -0.010 0.001 0.210
H -2.46139 -1.07262 0.40076 0.002 0.032 -0.024 0.217
H -0.42522 2.16623 1.18964 0.003 0.008 0.010 0.226
H -1.98433 3.87509 0.33895 -0.014 -0.008 -0.015 0.207
H -3.23938 3.48443 -1.75795 0.005 -0.009 0.012 0.209
H -2.90133 1.37251 -3.02702 -0.019 -0.028 0.012 0.236
H -1.34757 -0.32015 -2.18728 0.008 -0.038 0.006 0.222
N -2.24288 -0.31445 -5.41058 0.211 0.039 0.061 -0.491
C -1.09943 -0.29862 -5.21347 -0.070 -0.010 0.163 0.450
N 0.21528 -0.29585 -5.08626 -0.003 0.031 -0.169 -0.666
C 0.83275 -0.30063 -3.97873 -0.293 -0.076 -0.142 0.658
N 1.47642 -0.37069 -3.00170 0.095 -0.069 0.097 -0.716
```
Positions in Å, forces in eV/Å.

Results
Max |F| (eV Å⁻¹): 0.38
E_LUMO (hartree): 0.091
Relative energy (zero: lowest compared OMol25 entry of this formula, charge and spin) (eV): 0.385
Net charge: -1